ORCA calculation (ωB97M-V with the def2-TZVPD basis set) on a structure of composition C48H103BInO4 in a non-equilibrium geometry.

CARTESIAN COORDINATES (ANGSTROEM)
1 C 2.1466 1.8349 -0.7349
2 O 1.2173 2.8070 -1.1660
3 C 1.7873 3.6995 -2.0976
4 C 0.7262 4.6958 -2.6438
5 C -0.4998 4.7936 -1.7268
6 C -1.3858 6.0614 -2.0204
7 C -2.8587 5.6348 -2.1274
8 C -3.8670 6.7887 -1.8658
9 In -5.8463 6.2641 -2.7809
10 C -6.4681 7.6860 -4.4130
11 B -7.9809 7.8617 -4.2068
12 O -8.5396 9.0312 -3.6756
13 O -8.8227 6.7814 -4.5772
14 C -7.5117 6.0374 -1.2524
15 C -7.9081 4.5528 -1.2881
16 C -6.8088 3.7641 -0.5193
17 O -9.2257 4.3574 -0.7411
18 C -9.6098 3.0060 -0.6828
19 C -11.0049 2.7781 -1.2472
20 C -11.5944 3.6028 -2.1673
21 C -12.8456 3.2707 -2.6355
22 C -13.5076 2.1509 -2.2303
23 C -12.9212 1.3287 -1.2842
24 C -11.6769 1.6552 -0.8155
25 H 3.1741 2.2154 -0.6468
26 H 1.8375 1.5475 0.2755
27 H 2.1076 0.9715 -1.4134
28 H 2.6272 4.2571 -1.6499
29 H 2.2092 3.1457 -2.9542
30 H 1.1798 5.6837 -2.7782
31 H 0.4653 4.3431 -3.6479
32 H -0.1659 4.8577 -0.6868
33 H -1.1066 3.8925 -1.8274
34 H -1.2004 6.7497 -1.1893
35 H -0.9911 6.5032 -2.9426
36 H -3.0536 5.2160 -3.1198
37 H -3.0346 4.8795 -1.3519
38 H -3.4427 7.6958 -2.3223
39 H -3.9165 6.9755 -0.7832
40 H -5.6086 4.6628 -3.5813
41 H -5.9693 8.6564 -4.3162
42 H -6.2974 7.1846 -5.3706
43 H -9.2239 8.8263 -3.0279
44 H -9.3960 6.5579 -3.8329
45 H -7.0502 6.2324 -0.2769
46 H -8.3712 6.6898 -1.4514
47 H -7.9011 4.2806 -2.3542
48 H -6.5063 2.9195 -1.1532
49 H -5.9206 4.3798 -0.3844
50 H -7.2015 3.3379 0.4072
51 H -9.6706 2.7234 0.3796
52 H -8.9337 2.3244 -1.2139
53 H -11.0674 4.4858 -2.5093
54 H -13.3225 3.9023 -3.3820
55 H -14.4827 1.8519 -2.6014
56 H -13.3949 0.4264 -0.9118
57 H -11.2037 1.0091 -0.0779
58 C 3.5994 1.3805 3.2152
59 C 4.5366 0.1874 3.0557
60 C 4.0167 -0.8628 2.0754
61 C 2.6965 -1.5273 2.4705
62 C 2.6981 -2.2250 3.8298
63 C 3.6878 -3.3831 3.9137
64 H 2.6334 1.0835 3.6262
65 H 4.0342 2.1164 3.8936
66 H 3.4293 1.8691 2.2537
67 H 4.7299 -0.2633 4.0334
68 H 5.5022 0.5504 2.6919
69 H 4.7859 -1.6298 1.9410
70 H 3.8854 -0.3975 1.0924
71 H 2.4338 -2.2581 1.6984
72 H 1.8973 -0.7808 2.4596
73 H 1.6931 -2.6115 4.0193
74 H 2.9047 -1.5065 4.6279
75 H 3.4722 -4.1326 3.1486
76 H 3.6233 -3.8695 4.8886
77 H 4.7170 -3.0441 3.7820
78 C -4.8737 8.2653 2.6725
79 C -4.0916 9.2935 1.8616
80 C -2.5955 8.9956 1.7882
81 C -1.8653 9.0053 3.1329
82 C -1.9746 10.3103 3.9202
83 C -1.3608 11.5061 3.1983
84 H -4.5541 8.2438 3.7169
85 H -5.9383 8.5043 2.6588
86 H -4.7485 7.2649 2.2534
87 H -4.2652 10.2937 2.2709
88 H -4.4898 9.3079 0.8439
89 H -2.1247 9.7157 1.1126
90 H -2.4520 8.0152 1.3239
91 H -0.8071 8.7871 2.9533
92 H -2.2377 8.1866 3.7556
93 H -1.4615 10.1803 4.8780
94 H -3.0199 10.5239 4.1597
95 H -0.3041 11.3307 2.9843
96 H -1.4337 12.4036 3.8160
97 H -1.8709 11.7134 2.2566
98 C 5.9217 -4.2564 0.3442
99 C 6.8562 -5.4503 0.1792
100 C 6.3310 -6.4970 -0.8017
101 C 5.0100 -7.1552 -0.3992
102 C 5.0217 -7.8494 0.9617
103 C 6.0106 -9.0085 1.0421
104 H 4.9564 -4.5529 0.7586
105 H 6.3616 -3.5244 1.0239
106 H 5.7475 -3.7623 -0.6144
107 H 7.0509 -5.9027 1.1557
108 H 7.8219 -5.0896 -0.1862
109 H 7.0957 -7.2675 -0.9392
110 H 6.1989 -6.0302 -1.7832
111 H 4.7395 -7.8859 -1.1684
112 H 4.2128 -6.4062 -0.4055
113 H 4.0175 -8.2334 1.1611
114 H 5.2365 -7.1287 1.7557
115 H 5.7888 -9.7627 0.2832
116 H 5.9505 -9.4877 2.0203
117 H 7.0392 -8.6716 0.9020
118 C 2.6009 -2.6471 -2.6694
119 C 3.8636 -2.7311 -3.5206
120 C 4.3607 -1.3685 -4.0008
121 C 3.3934 -0.6090 -4.9108
122 C 2.9788 -1.3532 -6.1789
123 C 4.1471 -1.6572 -7.1122
124 H 1.7596 -2.2383 -3.2310
125 H 2.3129 -3.6414 -2.3230
126 H 2.7650 -2.0186 -1.7909
127 H 3.6915 -3.3982 -4.3700
128 H 4.6546 -3.1963 -2.9242
129 H 5.3166 -1.5030 -4.5161
130 H 4.5776 -0.7422 -3.1290
131 H 3.8585 0.3411 -5.1927
132 H 2.4938 -0.3451 -4.3474
133 H 2.2531 -0.7383 -6.7174
134 H 2.4622 -2.2826 -5.9238
135 H 4.6538 -0.7376 -7.4130
136 H 3.7932 -2.1562 -8.0159
137 H 4.8805 -2.3137 -6.6407
138 C 4.9192 -13.9229 6.2334
139 C 6.1810 -14.0150 5.3806
140 C 6.6822 -12.6576 4.8907
141 C 5.7161 -11.9007 3.9778
142 C 5.2925 -12.6469 2.7134
143 C 6.4559 -12.9581 1.7778
144 H 4.0793 -13.5138 5.6698
145 H 4.6256 -14.9125 6.5875
146 H 5.0859 -13.2901 7.1077
147 H 6.0049 -14.6856 4.5350
148 H 6.9712 -14.4792 5.9773
149 H 7.6361 -12.7989 4.3741
150 H 6.9036 -12.0265 5.7575
151 H 6.1849 -10.9550 3.6903
152 H 4.8189 -11.6303 4.5424
153 H 4.5684 -12.0300 2.1738
154 H 4.7724 -13.5734 2.9721
155 H 6.9650 -12.0413 1.4722
156 H 6.0933 -13.4580 0.8779
157 H 7.1877 -13.6169 2.2485

Calculated values
HOMO energy (eV): -4.735
E_LUMO (eV): 1.651
Net charge: -1
Gap between HOMO and LUMO (eV): 6.39
E (Eh): -2406.6833